Record 1
C9H11N2 as an isolated structure, computed with ωB97M-V/def2-TZVPD.

```
! RIJCOSX wB97M-V def2-TZVPD def2/J DEFGRID3
* xyz 1 1
C 0.79524 1.63354 0.29806
C -2.29577 -0.05337 0.93788
C -1.54410 -0.14980 -1.06105
C 2.12166 0.88362 -0.00466
C 2.41585 -0.44467 0.63745
C 2.01216 -0.36339 -0.79547
C -1.41565 -1.06127 0.09738
C 1.18141 -1.20732 0.20112
C -1.61245 0.99107 -0.02058
N -0.08000 -0.96742 0.70635
N -0.24508 0.90005 0.44887
H 0.75093 2.69258 0.36693
H -3.35960 -0.01724 0.45607
H -2.17883 0.00219 2.08485
H -0.65609 -0.26031 -1.72409
H -2.39180 -0.27925 -1.69602
H 2.98976 1.52706 -0.14192
H 3.37411 -0.87432 1.04796
H 2.26239 -0.70721 -1.76692
H -1.80255 -2.14344 0.08750
H 1.33437 -2.21512 0.06124
H -1.65595 2.11403 -0.22095
*
```

Properties
Kohn-Sham gap ... 8.95 eV
Energy above the lowest of the compared OMol25 structures with the same formula, charge and spin ... 7.427 eV
Electronic energy ... -12477.983 eV

Here are the Löwdin charges for atoms 1 to 4, given in e: 0.09 -0.02 -0.08 -0.12

Record 2
C9H11N2 as an isolated structure, computed with ωB97M-V/def2-TZVPD.

```
! RIJCOSX wB97M-V def2-TZVPD def2/J DEFGRID3
* xyz 1 1
C -0.30683 -0.59632 -1.32722
C -1.34703 -1.08483 -0.65492
C 0.71065 0.26501 -0.78736
C -1.51097 -0.94974 0.75251
C 0.89762 0.54837 0.48214
C -0.63449 -0.17456 1.45997
C 1.60784 0.95040 -1.84279
C -2.65251 -1.69233 1.46527
C 1.86422 1.49139 1.06334
N -0.57891 0.68851 3.69937
N -0.57099 0.25784 2.66849
H -0.28539 -0.60148 -2.43803
H -2.08356 -1.58256 -1.19950
H 1.66653 1.90593 -1.30246
H 2.66294 0.55526 -2.10717
H 1.09141 1.16375 -2.71617
H -2.46719 -2.79160 1.25729
H -2.58281 -1.25291 2.43615
H -3.55658 -1.38807 0.92791
H 2.88543 1.36029 0.63938
H 1.61356 2.66898 1.07695
H 2.05356 1.45042 2.12345
*
```

Properties
Kohn-Sham gap (spin up / spin down) ... 7.95 / 7.95 eV
Energy above the lowest of the compared OMol25 structures with the same formula, charge and spin ... 5.048 eV
Electronic energy ... -12480.362 eV

Here are the Löwdin charges for atoms 1 to 4, given in e: 0.02 -0.02 -0.25 -0.17

Record 3
An isolated ion of composition C9H11N2O and charge +1, computed with ωB97M-V/def2-TZVPD.

```
! RIJCOSX wB97M-V def2-TZVPD def2/J DEFGRID3
* xyz 1 3
C 1.59169 -0.14701 1.49750
C 1.75406 2.30223 -1.29647
C 1.76514 1.02391 -0.37483
C 0.72894 2.28738 -2.13780
C 0.33977 0.45363 -0.93947
C 1.36403 -1.31666 1.61798
C -0.33185 -0.52513 -0.39928
C -2.17797 -0.25738 0.90273
C -1.58564 -2.50316 -0.05653
N 1.81102 1.04570 1.02355
N -1.37396 -1.06199 0.09451
O -0.08059 1.16730 -1.97973
H 2.54791 3.02886 -1.15821
H 2.47498 0.24713 -0.82130
H 0.48032 2.95498 -2.94073
H 1.31360 -2.23808 2.19227
H -3.03299 0.15662 0.39764
H -2.49784 -0.79537 1.77268
H -1.54120 0.60333 1.23079
H -2.07601 -2.63218 -0.96701
H -0.68861 -3.06520 -0.00233
H -2.24656 -2.54639 0.79101
H 1.46177 1.81748 1.55304
*
```

Properties
Kohn-Sham gap (spin up / spin down) ... 7.34 / 5.46 eV
<S²> ... 2.016
Energy above the lowest of the compared OMol25 structures with the same formula, charge and spin ... 4.814 eV
Electronic energy ... -14523.504 eV

Here are the Löwdin charges for atoms 1 to 4, given in e: -0.23 0.06 -0.17 -0.03

Record 4
An isolated ion of composition C9H11N2OS and charge +1, computed with ωB97M-V/def2-TZVPD.

```
! RIJCOSX wB97M-V def2-TZVPD def2/J DEFGRID3
* xyz 1 1
C 0.66410 -1.92129 0.11903
C 1.79745 -2.65363 -0.12893
C 3.22628 -0.90809 0.00057
C 0.83387 -0.53756 0.07468
C 2.11794 -0.05377 0.03112
C 0.42715 1.75099 -0.10547
C -2.16068 0.89237 -1.28133
C -2.39870 0.48480 1.34572
C -1.62993 0.18995 0.01839
N 3.05892 -2.16355 -0.08360
N -0.20656 0.39556 -0.09480
O 2.97992 2.57544 -0.43713
S 2.13936 1.71422 0.30795
H -0.39050 -2.18891 0.19543
H 1.82951 -3.64681 -0.28730
H 4.32591 -0.68646 0.05302
H -0.30661 2.61533 0.02747
H -3.19810 0.86503 -1.13442
H -1.81398 1.85883 -1.29999
H -1.98060 0.34121 -2.20858
H -2.19447 1.58596 1.57614
H -2.01428 -0.11186 2.08003
H -3.41481 0.42598 1.21886
H -1.69118 -0.82374 0.01313
*
```

Properties
Kohn-Sham gap (spin up / spin down) ... 7.52 / 7.52 eV
Energy above the lowest of the compared OMol25 structures with the same formula, charge and spin ... 3.171 eV
Electronic energy ... -25363.031 eV

Here are the Löwdin charges for atoms 1 to 4, given in e: 0.06 -0.05 -0.12 -0.22

Record 5
An isolated ion of composition C9H11N2S and charge +1, computed with ωB97M-V/def2-TZVPD.

```
! RIJCOSX wB97M-V def2-TZVPD def2/J DEFGRID3
* xyz 1 1
C -1.53354 2.11945 2.39976
C -0.27410 -0.05301 -0.21946
C -1.33138 -0.44775 -1.02613
C -0.45452 1.49166 1.86497
C -2.42048 0.89243 0.44292
C 1.71327 -1.24659 -1.13949
C 1.13952 -0.35453 -0.33798
C -1.32610 -1.34041 -2.20949
C 0.92019 1.55284 2.44042
N -2.52188 0.11205 -0.61244
N -0.72558 0.76802 0.76146
S -3.06966 1.88532 1.61113
H -1.52478 2.74293 3.27147
H 2.78347 -1.35734 -1.13088
H 1.17127 -1.89144 -1.80287
H 1.76585 0.23741 0.31147
H -2.29376 -1.32307 -2.70424
H -0.56980 -1.02168 -2.92521
H -1.11109 -2.36797 -1.91879
H 0.91547 2.12286 3.36206
H 1.27970 0.54601 2.65029
H 1.60537 2.03112 1.74194
H -3.39216 -0.06081 -1.10251
*
```

Properties
Kohn-Sham gap ... 8.66 eV
Energy above the lowest of the compared OMol25 structures with the same formula, charge and spin ... 1.028 eV
Electronic energy ... -23318.746 eV

Here are the Löwdin charges for atoms 1 to 4, given in e: -0.31 -0.16 -0.20 -0.36

Record 6
One molecule with the formula C9H11NO2, computed with ωB97M-V/def2-TZVPD.

```
! RIJCOSX wB97M-V def2-TZVPD def2/J DEFGRID3
* xyz 0 1
C -0.87347 1.25339 -0.93130
C 0.35522 2.15930 -0.91799
C -0.48038 -0.17823 -1.19749
C 0.09109 -0.91503 0.06930
C -0.77738 -1.22138 1.13804
C 1.42202 -1.35517 0.25372
C -0.33166 -1.81880 2.29370
C 1.85168 -1.83826 1.42346
C 1.01788 -2.05786 2.47225
H -1.60491 2.66281 -2.10395
H -2.75213 1.74131 -1.62942
H -1.37694 1.19925 0.06492
H 0.29247 -0.18939 -2.03819
H -1.43502 -0.68921 -1.43609
H -1.84270 -1.04147 1.09700
H 2.14996 -1.15520 -0.53859
H -0.94792 -2.07179 3.18701
H 2.86500 -2.07125 1.67143
H 1.34565 -2.50925 3.39315
H 1.34910 3.17701 -2.22840
N -1.77426 1.69749 -2.04409
O 0.79663 2.72258 0.10363
O 0.66008 2.49915 -2.10210
*
```

Properties
Kohn-Sham gap ... 9.67 eV
Energy above the lowest of the compared OMol25 structures with the same formula, charge and spin ... 1.327 eV
Electronic energy ... -15095.857 eV

Here are the Löwdin charges for atoms 1 to 4, given in e: -0.32 -0.52 -0.11 -0.17

Record 7
One molecule with the formula C9H11NO3, computed with ωB97M-V/def2-TZVPD.

```
! RIJCOSX wB97M-V def2-TZVPD def2/J DEFGRID3
* xyz 0 1
C 1.76439 0.40321 0.00084
C 1.23201 -0.55110 -1.05836
C -0.19139 -0.87142 -0.68950
C -1.18510 0.05806 -0.92562
C -2.54321 -0.13182 -0.68733
C -2.93259 -1.32439 -0.08131
C -1.97285 -2.33900 0.12219
C -0.60929 -2.08508 -0.18758
C 1.23945 1.81137 -0.20401
H -0.24445 -0.54960 1.80450
H 0.92178 -0.21622 2.97913
H 2.84245 0.50786 -0.27863
H 1.23749 -0.12006 -2.09589
H 1.82761 -1.42565 -0.96240
H -0.84381 0.96053 -1.36762
H -3.22078 0.67405 -0.96552
H -3.98420 -1.68003 0.00164
H -2.36943 -3.27895 0.50659
H 0.09846 -3.00177 -0.12856
H 0.58675 1.72071 1.61441
N 0.56596 0.15048 2.06093
O 1.70610 -0.28849 1.26336
O 0.65800 2.40221 0.82824
O 1.43315 2.32838 -1.25035
*
```

Properties
Kohn-Sham gap ... 10.15 eV
Energy above the lowest of the compared OMol25 structures with the same formula, charge and spin ... 2.676 eV
Electronic energy ... -17142.085 eV

Here are the Löwdin charges for atoms 1 to 4, given in e: -0.24 -0.08 -0.27 -0.05

Record 8
One molecule with the formula C9H11NO4, computed with ωB97M-V/def2-TZVPD.

```
! RIJCOSX wB97M-V def2-TZVPD def2/J DEFGRID3
* xyz 0 1
C 3.74125 0.49222 0.16081
C 3.38201 -0.47160 -0.81851
C 2.77450 0.98980 1.03370
C 1.98948 -0.74997 -0.97511
C 1.45800 0.58273 0.90024
C 1.03784 -0.25448 -0.09470
C -3.35731 1.21815 0.55412
C -2.63323 -0.08512 0.78560
C -0.58359 -0.37378 -0.32280
N -0.82002 -1.91537 -0.60185
O -0.77338 -2.61666 0.35252
O -0.91651 -2.13925 -1.78215
O -1.08177 0.43623 -1.29011
O -1.22669 -0.06100 0.86970
H 4.77746 0.83728 0.30088
H 4.05976 -0.72123 -1.60137
H 3.28251 1.64684 1.82405
H 1.75121 -1.45831 -1.84551
H 0.78458 1.07749 1.44379
H -3.07846 1.97235 1.18654
H -3.35692 1.74286 -0.39517
H -4.44688 1.06811 0.66151
H -2.86373 -0.88044 0.01015
H -2.84031 -0.39278 1.78060
H -1.05981 0.05596 -2.13693
*
```

Properties
Kohn-Sham gap ... 9.96 eV
Energy above the lowest of the compared OMol25 structures with the same formula, charge and spin ... 5.235 eV
Electronic energy ... -19187.095 eV

Here are the Löwdin charges for atoms 1 to 4, given in e: -0.09 -0.06 -0.07 -0.03